Entry w
Entry from the Open Molecules 2025 dataset: a 7-piece molecular cluster, C14H42O7 overall (ωB97M-V/def2-TZVPD).

The geometry in ORCA input format:
```
! wB97M-V def2-TZVPD RIJCOSX def2/J DEFGRID3
* xyz 0 1
C -6.34 2.91 1.06
C -7.16 3.08 -0.19
O -6.80 3.84 -1.30
H -6.41 3.95 1.38
H -5.31 2.80 0.71
H -6.70 2.14 1.73
H -8.06 3.65 0.07
H -7.52 2.12 -0.57
H -7.28 3.62 -2.10
C 0.12 -6.10 0.54
C -0.37 -7.27 -0.30
O -1.70 -7.09 -0.76
H -0.51 -5.93 1.41
H 0.38 -5.26 -0.11
H 1.04 -6.36 1.05
H -0.15 -8.20 0.23
H 0.09 -7.25 -1.29
H -2.21 -7.84 -0.43
C 2.44 5.42 -0.32
C 2.86 6.52 0.59
O 3.35 5.90 1.81
H 3.34 4.83 -0.48
H 2.20 5.78 -1.32
H 1.66 4.86 0.18
H 2.00 7.07 0.97
H 3.64 7.18 0.21
H 2.74 5.93 2.56
C 5.26 -0.59 1.31
C 4.48 0.31 2.18
O 5.21 1.51 2.46
H 5.14 -1.61 1.68
H 6.33 -0.38 1.26
H 4.89 -0.74 0.30
H 4.12 -0.10 3.12
H 3.54 0.60 1.70
H 4.55 2.17 2.68
C 0.45 -0.78 -1.59
C -0.91 -0.78 -0.75
O -1.33 0.45 -0.25
H 0.53 -0.10 -2.43
H 0.58 -1.79 -1.99
H 1.27 -0.64 -0.88
H -0.79 -1.45 0.10
H -1.73 -1.14 -1.37
H -1.39 1.16 -0.90
C -3.74 -2.05 5.09
C -4.06 -1.27 6.46
O -4.55 -2.23 7.37
H -3.03 -1.57 4.42
H -4.66 -2.45 4.66
H -3.24 -2.99 5.31
H -4.97 -0.67 6.38
H -3.20 -0.82 6.95
H -4.43 -1.87 8.25
C 3.45 0.79 -7.15
C 4.51 -0.30 -7.52
O 3.87 -1.50 -7.71
H 3.94 1.75 -7.27
H 3.25 0.73 -6.08
H 2.54 0.67 -7.75
H 5.28 -0.39 -6.75
H 5.12 -0.10 -8.40
H 4.37 -2.13 -8.23
*
```

For the molecular weight, the calculation gives 322.48 u. The calculation puts the LUMO energy at 0.0184 hartree. The SMILES is CCO.CCO.CCO.CCO.CCO.CCO.CCO.

***

Entry x
Entry from the Open Molecules 2025 dataset: a 7-piece molecular cluster, C14H42O7 overall (ωB97M-V/def2-TZVPD).

The geometry in ORCA input format:
```
! wB97M-V def2-TZVPD RIJCOSX def2/J DEFGRID3
* xyz 0 1
C 24.39 11.68 -16.63
C 22.92 11.78 -16.98
O 22.66 12.81 -17.91
H 25.03 11.47 -17.49
H 24.54 10.89 -15.90
H 24.79 12.63 -16.28
H 22.30 11.90 -16.09
H 22.60 10.82 -17.41
H 22.85 12.56 -18.82
C 19.31 12.65 -18.61
C 18.22 13.06 -19.60
O 18.26 14.47 -19.83
H 18.94 12.77 -17.59
H 20.20 13.26 -18.75
H 19.60 11.60 -18.70
H 17.25 12.81 -19.18
H 18.39 12.57 -20.55
H 17.89 14.93 -19.05
C 17.11 16.67 -22.27
C 17.46 17.61 -21.14
O 18.41 18.53 -21.71
H 16.79 17.21 -23.16
H 16.35 15.93 -22.01
H 18.00 16.08 -22.52
H 17.94 17.15 -20.28
H 16.55 18.15 -20.85
H 18.71 19.15 -21.05
C 14.84 15.06 -18.01
C 16.15 15.14 -17.24
O 17.05 16.08 -17.84
H 14.36 16.03 -17.94
H 14.22 14.28 -17.56
H 15.03 14.86 -19.07
H 16.59 14.14 -17.22
H 15.90 15.43 -16.21
H 17.75 16.20 -17.18
C 18.07 10.08 -23.03
C 17.12 9.08 -23.62
O 16.35 8.47 -22.57
H 17.57 10.76 -22.34
H 18.46 10.70 -23.84
H 18.89 9.59 -22.51
H 17.58 8.28 -24.23
H 16.39 9.58 -24.27
H 15.79 7.78 -22.93
C 14.95 11.01 -19.69
C 14.32 11.91 -20.73
O 12.92 11.87 -20.58
H 14.65 9.98 -19.85
H 14.56 11.30 -18.71
H 16.03 11.09 -19.64
H 14.64 11.56 -21.72
H 14.69 12.94 -20.64
H 12.48 12.35 -21.29
C 20.14 14.33 -23.63
C 20.88 15.02 -22.49
O 21.10 14.13 -21.40
H 20.07 15.00 -24.49
H 19.13 14.04 -23.35
H 20.65 13.42 -23.97
H 20.35 15.93 -22.18
H 21.87 15.34 -22.84
H 20.29 14.12 -20.87
*
```

For the molecular weight, the calculation gives 322.48 u. The calculation puts the LUMO energy at 0.0207 hartree. The SMILES is CCO.CCO.CCO.CCO.CCO.CCO.CCO.

***

Least stable of them? entry w.

***

Entry w
Entry from the Open Molecules 2025 dataset: a 7-piece molecular cluster, C14H42O7 overall (ωB97M-V/def2-TZVPD).

The geometry in ORCA input format:
```
! wB97M-V def2-TZVPD RIJCOSX def2/J DEFGRID3
* xyz 0 1
C 3.43 -5.85 10.95
C 3.99 -6.35 9.67
O 5.46 -6.54 9.69
H 3.42 -6.66 11.67
H 2.42 -5.50 10.89
H 4.04 -5.07 11.31
H 3.82 -5.65 8.85
H 3.52 -7.32 9.41
H 5.47 -7.48 9.98
C 11.16 -7.37 12.40
C 10.74 -7.50 10.94
O 9.55 -8.26 10.67
H 11.45 -8.24 12.89
H 10.40 -7.02 13.13
H 12.05 -6.68 12.55
H 11.54 -8.01 10.35
H 10.65 -6.54 10.41
H 9.71 -8.65 9.76
C 1.74 -10.23 12.49
C 1.23 -9.70 11.04
O 2.07 -10.03 10.00
H 2.58 -9.59 12.65
H 2.15 -11.28 12.48
H 0.96 -9.97 13.24
H 1.22 -8.59 11.07
H 0.31 -10.14 10.74
H 2.98 -10.06 10.24
C 4.38 -14.65 12.70
C 3.50 -14.79 11.52
O 2.16 -14.61 11.90
H 4.06 -13.80 13.36
H 5.39 -14.45 12.40
H 4.31 -15.53 13.34
H 3.78 -15.74 10.95
H 3.73 -14.05 10.79
H 1.50 -14.71 11.24
C 11.39 -8.86 6.83
C 10.31 -9.89 6.96
O 9.53 -9.66 8.17
H 11.98 -9.12 5.99
H 12.00 -8.70 7.69
H 11.00 -7.78 6.63
H 10.76 -10.86 7.07
H 9.59 -9.74 6.21
H 8.67 -9.33 7.98
C 7.16 -7.80 14.02
C 6.81 -7.41 12.59
O 7.05 -8.47 11.65
H 6.71 -8.81 14.31
H 6.73 -7.13 14.74
H 8.22 -7.94 14.28
H 7.24 -6.48 12.25
H 5.71 -7.23 12.55
H 7.97 -8.49 11.31
C 6.62 -11.79 10.74
C 5.62 -10.84 9.98
O 5.01 -9.89 10.81
H 6.99 -11.20 11.54
H 7.41 -12.12 10.04
H 6.12 -12.71 11.13
H 4.76 -11.40 9.53
H 6.15 -10.36 9.12
H 5.75 -9.52 11.31
*
```

For the molecular weight, the calculation gives 322.48 u. The calculation puts the LUMO energy at 0.0209 hartree. The SMILES is CCO.CCO.CCO.CCO.CCO.CCO.CCO.

***

Entry x
Entry from the Open Molecules 2025 dataset: a 7-piece molecular cluster, C14H42O7 overall (ωB97M-V/def2-TZVPD).

The geometry in ORCA input format:
```
! wB97M-V def2-TZVPD RIJCOSX def2/J DEFGRID3
* xyz 0 1
C -4.15 2.45 0.69
C -3.70 2.41 -0.80
O -2.95 1.26 -0.97
H -4.60 1.51 0.91
H -4.73 3.31 0.87
H -3.20 2.50 1.25
H -3.06 3.28 -0.95
H -4.61 2.59 -1.42
H -3.51 0.49 -0.95
C -4.07 -1.67 0.86
C -3.22 -2.88 1.21
O -3.31 -3.37 2.57
H -3.77 -0.87 1.53
H -5.17 -1.91 0.98
H -3.89 -1.34 -0.19
H -2.13 -2.65 1.07
H -3.50 -3.70 0.59
H -4.06 -3.93 2.70
C 0.55 -1.43 -2.76
C -0.47 -2.37 -2.16
O -1.44 -1.82 -1.34
H 1.28 -2.00 -3.29
H 1.03 -0.90 -1.94
H -0.04 -0.75 -3.37
H -0.04 -3.19 -1.58
H -0.97 -2.88 -3.02
H -1.02 -1.07 -0.85
C 2.89 -3.02 -0.50
C 4.06 -2.12 -0.53
O 5.25 -2.77 -0.78
H 2.03 -2.49 -0.88
H 2.63 -3.40 0.46
H 3.09 -3.84 -1.23
H 4.17 -1.64 0.42
H 3.87 -1.43 -1.36
H 5.10 -3.48 -1.46
C 0.47 -1.13 1.98
C -0.44 0.00 1.82
O -0.64 0.15 0.35
H 1.06 -0.95 2.88
H 1.19 -1.08 1.18
H -0.04 -2.08 2.16
H 0.14 0.88 2.16
H -1.42 -0.10 2.34
H -1.40 0.81 0.23
C 3.54 3.36 2.38
C 2.04 3.26 2.39
O 1.38 3.69 1.22
H 4.08 2.55 1.88
H 3.84 3.29 3.44
H 3.84 4.35 1.99
H 1.61 3.90 3.12
H 1.73 2.22 2.74
H 1.44 2.97 0.60
C 0.94 2.21 -2.69
C 2.15 1.79 -1.92
O 1.80 1.57 -0.56
H 0.24 1.35 -2.76
H 1.19 2.53 -3.66
H 0.44 3.06 -2.19
H 2.94 2.51 -1.90
H 2.59 0.87 -2.30
H 0.96 1.09 -0.66
*
```

For the molecular weight, the calculation gives 322.48 u. The calculation puts the LUMO energy at 0.0263 hartree. The SMILES is CCO.CCO.CCO.CCO.CCO.CCO.CCO.

***

Least stable of them? entry w.

***

Entry w
Entry from the Open Molecules 2025 dataset: a 2-piece molecular cluster, C3H9NO overall (ωB97M-V/def2-TZVPD).

The geometry in ORCA input format:
```
! wB97M-V def2-TZVPD RIJCOSX def2/J DEFGRID3
* xyz 1 2
C 2.50 -0.74 -0.83
O 2.71 0.72 -0.97
H 2.05 -1.11 -1.85
H 1.70 -0.66 -0.09
H 3.24 -1.32 -0.33
C -2.05 0.39 0.25
C -1.48 -0.80 0.65
N -2.60 1.31 1.24
H -1.97 0.65 -0.76
H -0.49 -1.11 0.25
H -2.15 -1.68 1.01
H -2.05 1.46 2.03
H 3.64 0.77 -1.35
H -3.04 2.13 0.74
*
```

Its expectation value of S² is 0.7626. For the molecular weight, the calculation gives 75.11 u. The calculation puts the LUMO energy (alpha / beta) at -0.2231 / -0.2769 hartree.

***

Entry x
Entry from the Open Molecules 2025 dataset: a 2-piece molecular cluster, C3H9NO overall (ωB97M-V/def2-TZVPD).

The geometry in ORCA input format:
```
! wB97M-V def2-TZVPD RIJCOSX def2/J DEFGRID3
* xyz 1 2
C 0.55 1.13 1.44
C -0.38 0.79 0.53
N -0.06 0.18 -0.69
C -1.08 0.29 -1.76
H 1.54 0.73 1.28
H 0.25 1.56 2.38
H -1.51 0.82 0.70
H 0.84 0.41 -0.95
H -0.81 0.12 -2.78
H -1.69 1.17 -1.60
H -1.84 -0.58 -1.64
H 1.70 -1.54 0.87
H 1.25 -2.92 0.83
O 1.24 -2.16 1.40
*
```

Its expectation value of S² is 0.7728. For the molecular weight, the calculation gives 75.11 u. The calculation puts the LUMO energy (alpha / beta) at -0.1486 / -0.2925 hartree.

***

Least stable of them? entry w.